DFT (the ωB97M-V functional and the def2-TZVPD basis) results for a structure of composition C20H24AsF6N6O2S2Tl.

The calculation puts the HOMO energy at -0.04713 Eh. As for the spin multiplicity: 1. The calculation puts the electronic energy at -137676.127 eV. The gap between HOMO and LUMO comes out at 5.62 eV. Its energy above the lowest of the compared OMol25 structures with the same formula, charge and spin is 1.437 eV. The total charge is -2.

Cartesian coordinates (Å):
Tl 0.59 0.08 0.15
C 2.61 -2.62 -2.10
C 1.25 -2.16 -2.53
C 0.11 -2.62 -1.87
C -1.15 -2.15 -2.22
C -1.29 -1.21 -3.23
C -0.16 -0.72 -3.87
C 1.09 -1.20 -3.53
H 3.27 -2.74 -2.97
H 2.56 -3.56 -1.55
H 3.05 -1.90 -1.41
H 0.22 -3.31 -1.04
H -2.02 -2.50 -1.67
H -2.27 -0.83 -3.49
H -0.25 0.06 -4.62
H 1.97 -0.80 -4.01
S -0.67 1.94 2.25
C -1.56 0.89 3.35
C -1.53 1.31 4.72
N -1.40 1.67 5.81
C -2.17 -0.29 3.01
S -2.16 -1.06 1.47
C -2.88 -0.98 4.06
N -3.48 -1.53 4.88
N 1.61 2.02 4.52
C 2.92 2.21 4.58
N 3.47 2.43 5.83
N 3.75 2.23 3.57
C 3.29 1.99 2.35
N 2.97 1.81 1.25
H 1.03 2.16 5.34
H 1.10 2.09 3.63
H 2.97 2.03 6.60
H 4.46 2.27 5.84
C -2.48 1.73 -1.08
As -1.47 3.11 -1.95
C -1.39 4.55 -0.66
C -2.67 3.74 -3.34
O -0.01 2.76 -2.61
H -3.52 2.04 -1.05
H -2.12 1.58 -0.06
H -2.37 0.80 -1.63
H -2.39 4.92 -0.44
H -0.76 5.35 -1.06
H -0.94 4.15 0.25
H -3.56 4.21 -2.92
H -2.96 2.88 -3.95
H -2.13 4.45 -3.97
C 1.79 -1.66 3.27
C 2.18 -2.48 2.03
O 1.82 -1.91 0.87
C 1.50 -3.87 2.15
F 1.66 -4.62 1.04
F 1.98 -4.63 3.18
F 0.18 -3.75 2.35
C 3.72 -2.67 2.05
F 4.34 -1.51 1.81
F 4.16 -3.54 1.12
F 4.22 -3.12 3.24
H 0.73 -1.41 3.19
H 2.37 -0.73 3.26
H 1.98 -2.19 4.21

Just the Löwdin charges please, in e? Sure, here they are: atom 1 (Tl): 0.67, atom 2 (C): -0.05, atom 3 (C): -0.31, atom 4 (C): -0.09, atom 5 (C): -0.11, atom 6 (C): -0.13, atom 7 (C): -0.10, atom 8 (C): -0.07, atom 9 (H): 0.07, atom 10 (H): 0.07, atom 11 (H): 0.08, atom 12 (H): 0.11, atom 13 (H): 0.10, atom 14 (H): 0.09, atom 15 (H): 0.10, atom 16 (H): 0.11, atom 17 (S): 0.43, atom 18 (C): -0.78, atom 19 (C): -0.34, atom 20 (N): 0.10, atom 21 (C): -0.84, atom 22 (S): 0.45, atom 23 (C): -0.32, atom 24 (N): 0.11, atom 25 (N): 0.18, atom 26 (C): -0.53, atom 27 (N): 0.12, atom 28 (N): 0.08, atom 29 (C): -0.38, atom 30 (N): 0.11, atom 31 (H): 0.08, atom 32 (H): -0.02, atom 33 (H): 0.09, atom 34 (H): 0.09, atom 35 (C): -0.24, atom 36 (As): 0.91, atom 37 (C): -0.22, atom 38 (C): -0.24, atom 39 (O): -0.55, atom 40 (H): 0.04, atom 41 (H): -0.06, atom 42 (H): 0.01, atom 43 (H): 0.03, atom 44 (H): 0.03, atom 45 (H): 0.00, atom 46 (H): 0.02, atom 47 (H): 0.02, atom 48 (H): 0.02, atom 49 (C): 0.02, atom 50 (C): -0.53, atom 51 (O): -0.35, atom 52 (C): -0.54, atom 53 (F): 0.12, atom 54 (F): 0.11, atom 55 (F): 0.14, atom 56 (C): -0.54, atom 57 (F): 0.14, atom 58 (F): 0.13, atom 59 (F): 0.10, atom 60 (H): 0.08, atom 61 (H): 0.07, atom 62 (H): 0.09